1.
Here is C20H21BrCoN4OS2 as an isolated structure from the OMol25 dataset. Energies are from ωB97M-V with the def2-TZVPD basis set.

**Highest occupied orbital energy**: -11.000 eV
**Charge**: +1
**Spin multiplicity**: 1
**Total energy**: -5821.96954 a.u.
**Energy above the lowest of the compared OMol25 structures with the same formula, charge and spin**: 0.002 eV
**HOMO-LUMO gap**: 7.575 eV

Last column: Mulliken charge in e.
Cartesian coordinates (Å):
Co  -0.15  0.42  -1.18  -0.688
Br  2.34  0.20  -1.35  -0.098
C  2.51  0.27  0.55  0.621
C  3.75  0.21  1.10  -0.835
C  3.85  0.23  2.50  -0.652
C  2.73  0.30  3.27  -0.928
C  1.44  0.36  2.69  0.899
C  0.28  0.42  3.49  -0.925
C  -0.95  0.47  2.91  -1.106
C  -1.09  0.47  1.51  0.367
C  0.00  0.42  0.69  0.785
C  1.30  0.36  1.28  0.620
H  4.63  0.13  0.48  0.487
H  4.83  0.18  2.96  0.424
H  2.81  0.31  4.35  0.428
H  0.38  0.41  4.57  0.422
H  -1.84  0.51  3.53  0.456
H  -2.09  0.51  1.10  0.299
N  -2.93  -1.43  -1.61  -0.213
C  -3.07  -0.12  -1.44  0.472
N  -2.04  0.71  -1.33  -0.035
C  -2.48  2.02  -1.18  -0.526
C  -3.81  2.19  -1.16  -0.070
S  -4.60  0.66  -1.35  -0.177
C  -1.42  3.00  -1.07  -0.044
C  -1.52  4.31  -0.84  -0.327
S  0.04  5.02  -0.80  -0.209
C  0.75  3.47  -1.08  0.685
N  -0.12  2.48  -1.21  0.198
N  2.09  3.39  -1.16  -0.250
H  -1.96  -1.72  -1.76  0.244
H  -3.72  -2.02  -1.80  0.184
H  -4.38  3.10  -1.08  0.487
H  -2.41  4.90  -0.70  0.445
H  2.64  4.22  -1.06  0.216
H  2.54  2.54  -1.43  0.045
C  -0.65  -2.88  0.33  -1.232
C  0.04  -2.66  -1.01  1.484
C  1.54  -2.90  -0.84  -1.959
C  -0.47  -3.65  -2.05  -1.608
O  -0.27  -1.35  -1.54  -0.850
H  -0.51  -3.91  0.66  0.487
H  -1.72  -2.68  0.27  0.293
H  -0.23  -2.22  1.09  0.201
H  1.70  -3.95  -0.59  0.529
H  1.95  -2.31  -0.03  0.348
H  2.08  -2.69  -1.76  0.365
H  -0.18  -4.67  -1.77  0.436
H  -0.05  -3.43  -3.03  0.357
H  -1.56  -3.65  -2.14  0.451

2.
Here is C20H21BrN2O2Sn as an isolated structure at a distorted geometry from the OMol25 dataset. Energies are from ωB97M-V with the def2-TZVPD basis set.

**Highest occupied orbital energy**: -7.926 eV
**Charge**: 0
**Spin multiplicity**: 1
**Total energy**: -3822.97368 a.u.
**HOMO-LUMO gap**: 7.501 eV

Last column: Mulliken charge in e.
Cartesian coordinates (Å):
C  0.14  2.23  2.46  -1.437
C  2.46  -0.94  3.05  -1.423
H  0.90  2.99  2.30  0.443
H  -0.05  2.18  3.54  0.435
H  -0.79  2.45  1.93  0.321
H  3.21  -1.34  2.38  0.363
H  2.93  -0.27  3.79  0.447
H  1.96  -1.74  3.61  0.312
C  1.35  2.47  -0.45  0.006
C  1.54  3.04  -1.71  -0.910
C  2.06  2.24  -2.73  -0.519
C  2.34  0.91  -2.44  -0.747
H  0.90  3.05  0.36  0.277
H  1.29  4.07  -1.89  0.413
H  2.23  2.63  -3.72  0.449
H  2.72  0.23  -3.20  0.314
N  1.67  1.20  -0.16  0.123
C  2.09  0.39  -1.16  0.819
C  2.21  -1.06  -0.88  0.329
N  1.86  -1.49  0.35  0.476
C  1.99  -2.78  0.68  -0.218
C  2.72  -3.35  -1.52  -0.620
C  2.40  -3.75  -0.23  -0.918
H  1.78  -3.05  1.72  0.321
H  2.46  -4.79  0.11  0.393
C  2.64  -2.00  -1.85  -0.636
H  2.87  -1.62  -2.84  0.302
H  3.04  -4.08  -2.27  0.414
Sn  0.96  0.28  2.08  1.687
C  -0.46  -1.39  2.36  -1.329
H  -0.06  -2.15  3.04  0.328
H  -0.77  -1.84  1.41  0.235
H  -1.33  -0.89  2.79  0.399
Br  -3.36  -2.35  -0.26  -0.155
C  -3.84  -0.58  -0.68  0.051
C  -5.18  -0.21  -0.81  -0.385
C  -5.53  1.14  -1.01  -0.541
C  -4.52  2.11  -1.06  -0.518
C  -3.18  1.74  -0.96  -0.433
C  -2.83  0.40  -0.77  0.522
C  -1.38  0.02  -0.54  0.175
O  -0.97  0.54  0.55  -0.440
O  -0.77  -0.71  -1.34  -0.619
H  -5.95  -0.97  -0.76  0.384
H  -6.58  1.42  -1.10  0.353
H  -4.78  3.16  -1.20  0.360
H  -2.38  2.48  -0.99  0.398

3.
Here is C20H21CoIN6O5S3Se as an isolated structure from the OMol25 dataset. Energies are from ωB97M-V with the def2-TZVPD basis set.

**Highest occupied orbital energy**: -5.152 eV
**Charge**: -1
**Spin multiplicity**: 1
**Total energy**: -6756.09103 a.u.
**Energy above the lowest of the compared OMol25 structures with the same formula, charge and spin**: 0.750 eV
**HOMO-LUMO gap**: 7.035 eV

Last column: Mulliken charge in e.
Cartesian coordinates (Å):
Co  -0.65  -0.67  -0.01  0.841
C  -7.02  3.53  0.85  -1.379
C  -5.54  3.26  0.82  1.002
C  -5.06  1.95  0.82  -1.236
C  -3.70  1.69  0.79  0.386
C  -2.79  2.74  0.75  0.214
C  -3.26  4.05  0.78  -0.877
C  -4.62  4.30  0.80  -0.860
S  -1.03  2.48  0.69  0.924
O  -0.52  3.34  1.75  -0.775
O  -0.57  2.75  -0.65  -0.658
N  -0.74  0.97  1.06  0.597
C  -1.07  0.65  2.46  -0.706
C  -1.24  -0.86  2.64  0.206
O  -1.19  -1.35  3.76  -0.743
O  -1.44  -1.51  1.54  -0.620
H  -7.54  2.96  0.08  0.335
H  -7.23  4.58  0.70  0.352
H  -7.45  3.23  1.82  0.292
H  -5.76  1.12  0.86  0.399
H  -3.34  0.67  0.83  0.304
H  -2.55  4.87  0.78  0.423
H  -4.98  5.32  0.80  0.286
H  -2.01  1.10  2.78  0.713
H  -0.31  1.02  3.16  0.230
S  0.65  -0.09  -1.72  -0.382
C  -0.77  0.11  -2.65  0.902
S  -2.09  0.03  -1.56  -0.575
C  -0.85  0.22  -4.04  0.539
C  0.33  0.13  -4.82  -0.032
N  1.28  0.01  -5.46  -0.669
C  -2.10  0.21  -4.70  -0.096
N  -3.11  0.17  -5.25  -0.662
C  1.58  -3.11  -2.86  -0.899
N  0.22  -3.02  -3.38  0.548
C  -0.09  -2.95  -4.72  -0.645
C  -1.44  -2.91  -4.81  -0.613
N  -1.93  -2.94  -3.53  0.379
C  -3.34  -2.84  -3.19  -0.882
C  -0.91  -2.99  -2.64  -0.375
Se  -1.07  -3.02  -0.77  -0.121
H  1.95  -4.13  -3.00  0.300
H  1.56  -2.87  -1.80  0.211
H  2.20  -2.39  -3.39  0.368
H  0.68  -2.91  -5.47  0.529
H  -2.09  -2.82  -5.66  0.486
H  -3.92  -3.33  -3.97  0.333
H  -3.63  -1.79  -3.12  0.305
H  -3.51  -3.32  -2.23  0.332
N  2.11  0.81  1.80  -0.168
C  1.85  -0.50  1.88  0.589
O  1.28  -1.12  0.98  -0.506
C  2.26  -1.23  3.13  -1.234
I  4.38  -1.48  3.24  0.015
H  1.60  1.33  1.09  0.194
H  2.42  1.31  2.61  0.248
H  1.82  -2.22  3.12  0.462
H  1.96  -0.69  4.03  0.468

4.
Here is a single C20H21F2N3S molecule at a distorted geometry from the OMol25 dataset. Energies are from ωB97M-V with the def2-TZVPD basis set.

**Highest occupied orbital energy**: -8.256 eV
**Charge**: 0
**Spin multiplicity**: 1
**Total energy**: -1536.86748 a.u.
**Energy above the lowest of the compared OMol25 structures with the same formula, charge and spin**: 0.774 eV
**HOMO-LUMO gap**: 8.795 eV

Last column: Mulliken charge in e.
Cartesian coordinates (Å):
C  0.65  -6.68  0.76  -0.805
S  1.03  -5.34  -0.45  -0.082
C  -0.37  -4.15  -0.22  -0.804
C  -0.07  -2.97  -1.17  -0.486
N  -1.17  -2.03  -1.13  -0.182
C  -0.94  -0.78  -1.90  -1.397
C  -0.19  0.18  -1.00  0.172
C  1.15  0.24  -0.89  -0.663
N  1.42  1.30  -0.03  0.725
C  2.68  1.62  0.49  0.398
C  2.81  2.39  1.66  -0.456
C  4.01  2.71  2.23  -0.556
C  5.22  2.26  1.63  0.225
F  6.42  2.60  2.17  -0.303
C  5.11  1.52  0.43  -0.511
C  3.89  1.22  -0.12  0.500
F  3.90  0.64  -1.33  -0.302
N  0.28  1.91  0.36  -0.987
C  -0.73  1.22  -0.17  0.422
C  -2.17  1.55  -0.03  0.645
C  -3.06  0.51  0.18  -0.493
C  -4.43  0.75  0.31  -0.856
C  -4.95  2.03  0.28  -0.614
C  -4.06  3.08  0.06  -0.626
C  -2.71  2.86  -0.12  0.935
C  -1.81  4.04  -0.47  -1.438
H  1.17  -7.59  0.48  0.330
H  0.94  -6.46  1.79  0.262
H  -0.43  -6.89  0.67  0.248
H  -0.49  -3.80  0.82  0.373
H  -1.32  -4.60  -0.50  0.432
H  0.02  -3.36  -2.19  0.462
H  0.84  -2.48  -0.83  0.174
H  -1.33  -1.78  -0.15  0.199
H  -0.31  -0.95  -2.75  0.516
H  -1.89  -0.30  -2.21  0.335
H  1.87  -0.38  -1.41  0.676
H  1.89  2.77  2.16  0.323
H  4.12  3.29  3.12  0.431
H  6.01  1.15  -0.05  0.399
H  -2.71  -0.49  0.30  0.302
H  -5.11  -0.09  0.45  0.399
H  -6.01  2.20  0.42  0.391
H  -4.46  4.10  -0.02  0.305
H  -1.16  3.77  -1.32  0.307
H  -2.39  4.95  -0.71  0.383
H  -1.18  4.27  0.40  0.292

5.
Here is C20H21F6N5O5S8SbZr as an isolated structure from the OMol25 dataset. Energies are from ωB97M-V with the def2-TZVPD basis set.

**Highest occupied orbital energy**: -4.981 eV
**Charge**: -1
**Spin multiplicity**: 1
**Total energy**: -5497.01247 a.u.
**Energy above the lowest of the compared OMol25 structures with the same formula, charge and spin**: 0.476 eV
**HOMO-LUMO gap**: 6.423 eV

Last column: Mulliken charge in e.
Cartesian coordinates (Å):
Zr  -0.42  -2.35  1.28  0.275
N  -1.42  -0.61  2.65  -0.325
C  -2.87  -0.47  2.46  -0.494
C  -3.49  -1.84  2.29  -0.569
N  -2.76  -2.58  1.25  0.081
H  -1.19  -0.86  3.60  0.254
H  -0.94  0.26  2.44  0.247
H  -3.02  0.12  1.56  0.147
H  -3.34  0.05  3.30  0.458
H  -4.55  -1.74  2.04  0.429
H  -3.41  -2.42  3.21  0.292
H  -3.05  -2.30  0.32  0.257
H  -2.96  -3.60  1.34  -0.033
S  -3.17  -5.77  1.86  -0.691
Sb  -1.04  -5.67  2.67  0.406
S  -0.80  -3.43  3.57  -0.417
S  -0.77  -3.82  -0.76  -0.253
S  0.37  -4.81  0.65  -0.361
N  4.49  -0.87  -4.10  -0.340
C  4.90  -1.38  -2.93  -0.044
S  6.47  -1.76  -2.62  -0.348
C  3.82  -1.54  -1.93  0.850
C  3.79  -2.62  -1.06  -0.947
C  2.74  -2.76  -0.18  -0.650
N  1.72  -1.90  -0.11  0.913
C  1.77  -0.83  -0.91  -0.650
C  2.78  -0.62  -1.83  -0.891
H  5.17  -0.75  -4.84  0.223
H  3.51  -0.77  -4.31  0.208
H  4.59  -3.35  -1.07  0.407
H  2.69  -3.60  0.49  0.464
H  0.96  -0.13  -0.83  0.248
H  2.77  0.27  -2.44  0.489
C  -4.84  6.81  -4.25  -1.094
C  -4.35  5.55  -3.60  0.768
O  -4.78  5.11  -2.57  -0.511
S  -2.96  4.81  -4.47  -0.238
C  -2.56  3.46  -3.39  -0.084
C  -3.20  2.23  -3.55  -0.381
C  -2.87  1.17  -2.72  -0.624
C  -1.90  1.32  -1.72  0.362
C  -1.28  2.56  -1.57  -0.577
C  -1.61  3.62  -2.40  -0.333
C  -1.54  0.22  -0.87  0.598
C  -1.17  -0.68  -0.14  -0.775
H  -5.80  7.09  -3.82  0.308
H  -4.94  6.68  -5.33  0.327
H  -4.12  7.61  -4.08  0.282
H  -3.94  2.10  -4.32  0.415
H  -3.35  0.21  -2.84  0.466
H  -0.53  2.68  -0.79  0.554
H  -1.12  4.58  -2.28  0.419
F  0.95  -0.90  5.24  -0.208
C  2.04  -1.61  4.96  0.452
F  1.88  -2.85  5.38  -0.192
F  3.09  -1.08  5.60  -0.230
S  2.36  -1.61  3.10  1.043
O  1.15  -1.01  2.52  0.200
O  2.58  -2.98  2.76  -0.723
N  3.64  -0.76  2.86  -0.560
S  3.74  0.80  3.16  0.954
O  5.07  1.12  3.57  -0.654
O  2.62  1.33  3.87  -0.602
C  3.61  1.55  1.48  0.672
F  3.85  2.87  1.57  -0.236
F  2.39  1.39  0.97  -0.194
F  4.49  1.03  0.63  -0.238